Below is C38H32N5O2PSr as an isolated structure, with properties calculated with ωB97M-V/def2-TZVPD.

## Properties
LUMO, eV: -0.1
Frontier orbital gap, eV: 6.2
Calculated total energy, hartree: -2263.67001

Atoms and positions in Å:
1 Sr 2.112 -0.283 -0.594
2 C 2.910 0.266 4.117
3 C 3.030 -0.098 2.668
4 N 2.679 0.665 1.701
5 N 2.095 1.866 2.014
6 C 1.674 2.505 0.927
7 O 1.807 2.131 -0.273
8 C 0.927 3.775 1.192
9 C 0.785 4.292 2.478
10 C 0.053 5.450 2.688
11 C -0.546 6.101 1.617
12 C -0.401 5.595 0.332
13 C 0.336 4.439 0.122
14 C 3.519 -1.450 2.305
15 C 3.745 -2.406 3.291
16 C 4.158 -3.677 2.927
17 C 4.342 -3.968 1.588
18 C 4.093 -2.965 0.668
19 N 3.694 -1.740 1.002
20 H 2.656 1.317 4.206
21 H 3.848 0.075 4.641
22 H 2.124 -0.324 4.596
23 H 1.259 3.779 3.303
24 H -0.051 5.848 3.689
25 H -1.119 7.004 1.782
26 H -0.861 6.102 -0.506
27 H 0.468 4.036 -0.874
28 H 3.584 -2.167 4.330
29 H 4.326 -4.432 3.684
30 H 4.653 -4.947 1.253
31 H 4.197 -3.165 -0.392
32 O 1.218 -3.535 -0.982
33 C 0.904 -2.535 -1.644
34 C -0.017 -2.775 -2.818
35 C -0.179 -4.040 -3.376
36 C -1.001 -4.223 -4.475
37 C -1.679 -3.137 -5.018
38 C -1.534 -1.875 -4.465
39 C -0.694 -1.682 -3.369
40 P -0.393 -0.056 -2.593
41 C -1.515 -0.013 -1.152
42 C -2.281 -1.094 -0.731
43 C -3.085 -0.980 0.397
44 C -3.131 0.212 1.104
45 C -2.357 1.292 0.697
46 C -1.544 1.175 -0.418
47 C -1.227 1.107 -3.741
48 C -2.591 1.392 -3.701
49 C -3.152 2.275 -4.611
50 C -2.360 2.880 -5.578
51 C -1.001 2.603 -5.629
52 C -0.440 1.726 -4.711
53 H 0.354 -4.868 -2.923
54 H -1.121 -5.208 -4.910
55 H -2.325 -3.277 -5.877
56 H -2.068 -1.036 -4.895
57 H -2.250 -2.026 -1.282
58 H -3.671 -1.829 0.725
59 H -3.757 0.295 1.984
60 H -2.370 2.221 1.254
61 H -0.930 2.013 -0.727
62 H -3.214 0.923 -2.949
63 H -4.212 2.491 -4.567
64 H -2.800 3.570 -6.286
65 H -0.378 3.076 -6.376
66 H 0.624 1.520 -4.741
67 N -0.322 0.670 3.259
68 C -0.536 -0.638 2.965
69 C -1.453 -1.385 3.729
70 C -1.635 -2.716 3.445
71 C -0.902 -3.297 2.414
72 C -0.031 -2.490 1.710
73 N 0.153 -1.182 1.950
74 H -0.837 1.103 4.001
75 H 0.425 1.190 2.809
76 H -1.994 -0.903 4.534
77 H -2.335 -3.304 4.026
78 H -1.002 -4.341 2.157
79 H 0.551 -2.911 0.900

Here are the natural (NBO) charges for atoms 1 to 2, given in e:
1 Sr 1.80
2 C -0.70